w) The following is a quantum chemistry calculation of one molecule with the formula C6H4N2, from OMol25.

Summary:
gap between HOMO and LUMO	9.10	eV
SMILES	C#Cc1cncnc1
HOMO level	-9.38	eV

```
12
C6H4N2 | OMol25 | ωB97M-V/def2-TZVPD
C -3.0441 -0.0168 0.0779
C -1.8785 -0.2369 -0.2784
C -0.3798 -0.0503 -0.2268
C 0.3413 1.2375 -0.2416
C 2.2463 0.0720 -0.0248
C 0.4459 -1.2260 -0.0426
H -4.2050 0.2318 0.2877
H -0.2735 2.1736 0.2160
H 3.3096 0.1703 0.0731
H 0.0496 -2.3031 0.2327
N 1.5911 1.2322 0.0268
N 1.7971 -1.2844 -0.0999
```

These are the Löwdin partial charges, in e, on atoms 1 to 5:
1. C 0.08
2. C -0.11
3. C -0.19
4. C -0.12
5. C -0.16

x) The following is a quantum chemistry calculation of one molecule with the formula C6H4N2, from OMol25.

Summary:
gap between HOMO and LUMO	8.92	eV
SMILES	N#C/C=C/C=C/C#N
HOMO level	-10.08	eV

```
12
C6H4N2 | OMol25 | ωB97M-V/def2-TZVPD
C -1.0498 -1.8098 -1.8907
C -0.4167 -0.8429 -1.1331
C -0.3654 -1.0187 0.2187
C 0.4118 -0.0973 0.9990
C 0.2907 1.2151 0.8083
C 1.0686 2.2513 1.4170
H 0.0958 -0.0588 -1.6676
H -0.9427 -1.8267 0.6821
H 0.9508 -0.4166 1.8911
H -0.4887 1.6171 0.0690
N -1.5232 -2.7150 -2.4847
N 1.6303 3.0720 1.9863
```

These are the Löwdin partial charges, in e, on atoms 1 to 5:
1. C -0.24
2. C -0.10
3. C -0.06
4. C -0.10
5. C -0.11

Most stable one: x), least stable one: w).

w) The following is a quantum chemistry calculation of a 7-piece molecular cluster, C14H21N7 overall, from OMol25.

Summary:
gap between HOMO and LUMO	11.61	eV
SMILES	CC#N.CC#N.CC#N.CC#N.CC#N.CC#N.CC#N
HOMO level	-11.62	eV

```
42
C14H21N7 | OMol25 | ωB97M-V/def2-TZVPD
C -2.6444 4.7353 -0.3800
C -3.8363 4.1283 0.1898
N -4.7681 3.6234 0.6352
H -1.8608 3.9795 -0.4245
H -2.3165 5.5472 0.2645
H -2.8502 5.0771 -1.3915
C 0.5660 -0.2487 -0.5005
C 0.0421 1.1071 -0.3998
N -0.3931 2.1690 -0.3601
H -0.2639 -0.9399 -0.3549
H 1.3157 -0.4685 0.2554
H 0.9709 -0.3729 -1.5050
C 3.1395 0.1921 4.3917
C 2.4352 -0.5998 3.3897
N 1.8842 -1.2347 2.6119
H 2.6837 1.1765 4.4766
H 4.1780 0.3419 4.1013
H 3.0993 -0.3370 5.3414
C 3.8149 -2.4580 -0.2353
C 5.1662 -1.9230 -0.1960
N 6.2299 -1.4896 -0.1616
H 3.3073 -2.1541 -1.1485
H 3.2432 -2.0804 0.6154
H 3.8367 -3.5424 -0.1422
C -0.1232 -3.9685 -0.3935
C -0.5936 -5.1596 -1.0856
N -0.9550 -6.0892 -1.6484
H -0.1090 -4.1289 0.6796
H -0.8114 -3.1687 -0.6698
H 0.8613 -3.6824 -0.7576
C -3.5288 0.2669 1.2475
C -4.7428 -0.3244 1.7902
N -5.6876 -0.7986 2.2313
H -3.7348 0.8317 0.3412
H -2.7970 -0.5166 1.0500
H -3.0729 0.9519 1.9618
C -0.7310 2.1041 -4.0840
C 0.5938 1.5689 -3.7937
N 1.6223 1.1316 -3.5384
H -0.6412 2.9654 -4.7425
H -1.1718 2.4625 -3.1521
H -1.3571 1.3256 -4.5088
```

These are the Löwdin partial charges, in e, on atoms 1 to 5:
1. C -0.08
2. C -0.29
3. N 0.13
4. H 0.02
5. H 0.08

x) The following is a quantum chemistry calculation of a 7-piece molecular cluster, C14H21N7 overall, from OMol25.

Summary:
gap between HOMO and LUMO	11.92	eV
SMILES	CC#N.CC#N.CC#N.CC#N.CC#N.CC#N.CC#N
HOMO level	-11.56	eV

```
42
C14H21N7 | OMol25 | ωB97M-V/def2-TZVPD
C 11.4377 10.6279 -14.7178
C 10.9657 10.4897 -13.3042
N 10.6369 10.4177 -12.2291
H 10.8355 10.1331 -15.4797
H 12.3920 10.1043 -14.7751
H 11.6501 11.6950 -14.7833
C 9.1765 4.3466 -12.2456
C 8.7224 3.2389 -13.1095
N 8.3961 2.3753 -13.7956
H 9.0848 5.3483 -12.6654
H 10.1054 4.1244 -11.7203
H 8.5562 4.3419 -11.3494
C 9.5788 1.2047 -25.6394
C 8.7282 1.5423 -24.4778
N 8.0277 1.7827 -23.5770
H 10.1218 0.2615 -25.5797
H 10.1035 2.1330 -25.8658
H 8.9661 1.1379 -26.5384
C -2.7475 10.6676 -16.2079
C -3.9566 11.4352 -16.3558
N -4.9628 12.0742 -16.3377
H -2.0935 11.1589 -15.4873
H -2.1881 10.5229 -17.1321
H -3.1302 9.7049 -15.8689
C 9.8296 11.5748 -21.7808
C 10.4104 12.9441 -21.9807
N 10.8155 14.0050 -22.1683
H 9.3206 11.3211 -22.7107
H 9.1271 11.4771 -20.9531
H 10.6321 10.8587 -21.6044
C -1.5886 10.0364 -24.4871
C -1.5292 8.6998 -23.8921
N -1.4789 7.6233 -23.4170
H -0.5743 10.1474 -24.8704
H -1.7960 10.8559 -23.7990
H -2.3938 9.9784 -25.2195
C 3.4907 6.7944 -18.4761
C 4.5475 7.3655 -17.6573
N 5.3907 7.7636 -16.9953
H 3.2043 7.4835 -19.2706
H 2.6196 6.5086 -17.8864
H 3.8969 5.9359 -19.0109
```

These are the Löwdin partial charges, in e, on atoms 1 to 5:
1. C -0.06
2. C -0.29
3. N 0.12
4. H 0.08
5. H 0.07

Most stable one: w), least stable one: x).

w) The following is a quantum chemistry calculation of C26H28B2F4N8O4S4TeY as an isolated structure, from OMol25.

Summary:
gap between HOMO and LUMO	4.28	eV
total charge	+1
HOMO level	-9.96	eV

```
78
C26H28B2F4N8O4S4TeY | OMol25 | ωB97M-V/def2-TZVPD
Y 1.5561 -0.0367 -0.6014
C 1.9054 1.4804 -5.0375
C 2.0493 1.1175 -3.5836
N 1.5279 0.0470 -3.0408
O 0.8724 -0.7894 -3.8556
B -0.6612 -0.8121 -3.6924
F -1.1265 0.4525 -4.2085
F -1.1995 -1.9029 -4.3925
O -1.1497 -0.9859 -2.3161
N -0.7428 0.0578 -1.5202
C -1.4802 1.1369 -1.6474
C -2.9363 1.0933 -2.2043
C -0.9012 2.3910 -1.1206
N 0.2794 2.2299 -0.6132
O 0.8547 3.4692 -0.0531
B 2.1802 3.7268 0.0815
F 2.6204 4.5591 0.9981
F 1.3660 0.5099 1.3251
O 3.1136 3.1639 -0.7552
N 2.7125 1.9506 -1.4415
C 2.8010 2.0103 -2.7446
C 3.7061 3.0157 -3.3666
C -1.6839 3.6845 -1.0984
H 0.9886 0.9748 -5.4035
H 2.7734 1.1278 -5.6291
H 1.7686 2.5668 -5.1599
H -3.1610 0.0797 -2.4642
H -2.9760 1.7595 -3.0775
H -3.5929 1.4768 -1.4698
H 4.1037 3.6153 -2.5618
H 3.1744 3.6603 -4.0381
H 4.5230 2.5834 -3.9223
H -2.6336 3.5385 -0.5999
H -1.7891 4.0566 -2.1304
H -1.1105 4.4630 -0.5624
S 4.2588 -0.8841 0.3743
S 5.1295 0.4482 1.5028
S 4.0185 0.5218 3.3450
S 3.6282 -1.3192 3.6681
N 0.9651 -4.6558 0.5171
C 0.5032 -4.1552 1.7314
C 0.7301 -2.7978 1.6795
N 1.2442 -2.4431 0.4693
C 1.4136 -3.5992 -0.2021
C 2.0444 -3.5963 -1.4842
N 2.6000 -2.4879 -1.9792
C 3.2249 -2.8860 -3.1499
C 2.9968 -4.2103 -3.3943
N 2.2814 -4.6760 -2.2811
H 0.9716 -5.6218 0.1830
H 0.0987 -4.7446 2.5386
H 0.4882 -2.0241 2.4183
H 3.7006 -2.1651 -3.8125
H 3.2526 -4.7944 -4.2634
H 1.9716 -5.6574 -2.0814
Te -1.2301 0.2293 2.0143
C -1.1535 1.1325 3.9601
C -2.0265 2.2177 4.2202
C -2.1302 2.7414 5.5023
C -1.3072 2.2490 6.5186
C -0.4117 1.2459 6.2320
C -0.2712 0.7248 4.9508
C -3.0822 -0.8649 2.2633
C -4.2730 -0.3526 1.7715
C -5.4265 -1.1199 1.8039
C -5.3504 -2.4329 2.2194
C -4.1558 -2.9764 2.6447
C -3.0422 -2.1724 2.7149
H -2.7017 2.5306 3.4378
H -2.8362 3.5349 5.6791
H -1.4166 2.6133 7.5116
H 0.1516 0.7794 7.0035
H 0.4526 -0.0780 4.7335
H -4.2880 0.6595 1.3788
H -6.3603 -0.7114 1.4099
H -6.2286 -3.0919 2.1705
H -4.1133 -3.9850 3.0071
H -2.0532 -2.5966 2.9805
```

These are the Löwdin partial charges, in e, on atoms 1 to 5:
1. Y 1.36
2. C 0.02
3. C -0.23
4. N -0.03
5. O 0.02

x) The following is a quantum chemistry calculation of C26H28B2F4N8O4S4TeY as an isolated structure, from OMol25.

Summary:
gap between HOMO and LUMO (alpha / beta)	4.28 / 4.28	eV
total charge	+1
HOMO level (alpha / beta)	-9.93 / -9.93	eV

```
78
C26H28B2F4N8O4S4TeY | OMol25 | ωB97M-V/def2-TZVPD
Y 2.0175 -0.1432 -0.8341
C 2.8069 1.9826 -5.0946
C 2.5919 1.5842 -3.6502
N 2.2548 0.4014 -3.3100
O 2.2867 -0.5208 -4.3822
B 0.8815 -0.9479 -4.6844
F 0.2731 0.2880 -5.1687
F 0.8443 -1.9888 -5.5868
O 0.1166 -1.4146 -3.5042
N 0.0848 -0.6346 -2.3666
C -1.0020 0.1258 -2.4040
C -2.1904 -0.0552 -3.3166
C -0.9666 1.3471 -1.5816
N 0.0803 1.4315 -0.7483
O -0.0077 2.6999 -0.0739
B 1.1116 3.4700 0.1067
F 0.9211 4.5511 0.9084
F 2.1067 0.4075 1.0778
O 2.3525 3.3708 -0.4466
N 2.5575 2.2780 -1.3625
C 2.5998 2.6103 -2.6184
C 2.6179 4.0405 -2.8942
C -2.1242 2.2906 -1.6645
H 3.7081 2.5926 -5.1026
H 1.9171 2.4853 -5.5429
H 2.9475 0.9911 -5.5854
H -2.7405 -0.9412 -2.9994
H -1.8377 -0.1817 -4.3339
H -2.7477 0.8536 -3.1829
H 3.3362 4.5034 -2.1807
H 1.6550 4.5907 -2.8501
H 3.0055 4.1239 -3.8618
H -2.1313 2.7013 -2.6845
H -2.0024 3.2052 -0.9816
H -3.0575 1.7307 -1.5807
S 5.1413 -0.9218 0.0726
S 5.5637 0.0479 1.7453
S 4.3848 -0.9090 3.2517
S 5.5099 -1.2222 4.8025
N 1.0020 -4.4249 0.3476
C 0.0356 -3.9505 1.2408
C 0.0612 -2.6028 1.1547
N 1.0771 -2.1914 0.3299
C 1.5973 -3.3103 -0.1938
C 2.6017 -3.2603 -1.2445
N 2.8739 -2.1938 -1.9605
C 3.6311 -2.6292 -3.0235
C 3.8663 -3.9273 -2.9260
N 3.2857 -4.3469 -1.7327
H 1.3312 -5.4168 0.2979
H -0.5622 -4.5387 1.9132
H -0.6183 -1.8255 1.5820
H 3.8686 -2.0339 -3.8878
H 4.4712 -4.5836 -3.5911
H 3.1792 -5.3373 -1.3943
Te -2.4555 0.6810 1.8220
C -2.0136 1.3500 3.8684
C -2.7780 1.0761 4.9989
C -2.3375 1.4476 6.2852
C -1.1268 2.0459 6.4740
C -0.4118 2.3907 5.2893
C -0.7941 1.9967 4.0295
C -4.0871 -0.5242 2.5669
C -5.3484 0.0917 2.7725
C -6.2638 -0.5994 3.5372
C -6.0157 -1.8851 4.0376
C -4.8376 -2.5411 3.6654
C -3.8279 -1.8157 2.9867
H -3.8449 0.6975 4.9276
H -2.9855 1.1153 7.1197
H -0.6977 2.2376 7.3872
H 0.4672 3.0244 5.3011
H -0.1152 2.2180 3.2011
H -5.4909 1.1285 2.4819
H -7.1862 -0.0414 3.8390
H -6.7986 -2.3673 4.6832
H -4.7514 -3.6400 3.7302
H -2.8672 -2.3375 2.6978
```

These are the Löwdin partial charges, in e, on atoms 1 to 5:
1. Y 1.42
2. C 0.02
3. C -0.23
4. N 0.04
5. O -0.01

Most stable one: w), least stable one: x).

w) The following is a quantum chemistry calculation of a 2-piece molecular cluster, C9H19ClNO overall, from OMol25.

Summary:
gap between HOMO and LUMO	6.61	eV
total charge	-1
HOMO level	-3.43	eV

```
31
C9H19ClNO | OMol25 | ωB97M-V/def2-TZVPD
Cl -1.4765 2.6728 -0.9139
C 2.1382 1.6058 0.1335
C 1.0633 0.5776 0.4612
C 0.0101 1.2654 1.3502
C -1.1756 0.4177 1.5971
C -1.8780 0.1055 0.1426
C -0.8518 -0.5906 -0.8175
N 0.4164 0.2378 -0.8198
O 1.2703 -0.0784 -1.8576
C -0.5428 -2.0975 -0.4588
C -1.6253 -0.7038 -2.1619
C 1.8439 -0.5343 1.1859
H 2.9081 1.1503 -0.4891
H 2.6003 1.8673 1.0854
H 1.7017 2.4860 -0.3386
H 0.4860 1.4616 2.3110
H -0.1914 2.2663 0.9686
H -2.0270 0.8329 2.1364
H -0.7238 -0.4336 2.1065
H -2.2426 1.0220 -0.3213
H -2.5832 -0.6565 0.4747
H -0.5684 -2.6439 -1.4016
H 0.4307 -2.2347 0.0119
H -1.3011 -2.4573 0.2366
H -0.9397 -0.5907 -3.0017
H -2.1928 -1.6343 -2.1491
H -2.3262 0.1304 -2.1914
H 1.2386 -1.1967 1.8048
H 2.5819 -0.2628 1.9407
H 2.3640 -1.1037 0.4156
H 1.5927 -0.8805 -1.4401
```

These are the Löwdin partial charges, in e, on atoms 1 to 5:
1. Cl -0.21
2. C -0.05
3. C -0.52
4. C -0.25
5. C -0.16

x) The following is a quantum chemistry calculation of a 2-piece molecular cluster, C9H19ClNO overall, from OMol25.

Summary:
gap between HOMO and LUMO	7.19	eV
total charge	-1
HOMO level	-4.11	eV

```
31
C9H19ClNO | OMol25 | ωB97M-V/def2-TZVPD
Cl 4.2461 -1.1473 1.7754
C -0.1393 -1.2331 1.7199
C -0.2459 -1.2525 0.1789
C -1.7031 -0.9345 -0.1993
C -2.1488 0.5181 -0.0562
C -1.1626 1.4282 -0.8160
C 0.3287 1.1624 -0.4892
N 0.5985 -0.2583 -0.4808
O 1.9139 -0.6804 -0.6655
C 1.0878 1.8627 -1.5867
C 0.6855 1.8165 0.8778
C 0.0454 -2.6543 -0.3621
H -0.5790 -0.3329 2.1613
H 0.9069 -1.1767 2.0292
H -0.7614 -2.0438 2.1049
H -1.7696 -1.1719 -1.2698
H -2.4344 -1.5819 0.2914
H -2.1183 0.8590 0.9870
H -3.1930 0.6347 -0.3492
H -1.2878 2.4851 -0.5690
H -1.4283 1.2709 -1.8646
H 0.6675 2.8559 -1.7443
H 2.1822 1.8727 -1.5314
H 1.0441 1.3581 -2.5636
H -0.0788 1.5626 1.6073
H 1.6411 1.3992 1.2154
H 0.9280 2.8820 0.8535
H 0.8364 -3.0889 0.2520
H 0.3941 -2.5803 -1.3902
H -0.8305 -3.2998 -0.3046
H 2.3744 -0.5315 0.1887
```

These are the Löwdin partial charges, in e, on atoms 1 to 5:
1. Cl -0.72
2. C -0.03
3. C -0.51
4. C -0.16
5. C -0.19

Most stable one: x), least stable one: w).